*i*
17
Properties=species:S:1:pos:R:3:mulliken_charge:R:1 method="wB97M-V/def2-TZVPD" gap_ev="8.7356 / 8.7350" charge=+1 spin_multiplicity=1
C -1.96175 -0.78118 -0.89245 -0.0210
C -1.15598 0.58036 0.82886 -0.6292
C 0.28930 0.42634 0.16024 0.3398
C 0.39943 1.60093 -0.76525 -1.3830
N -2.10595 -0.05078 0.07046 -0.1236
N 0.45854 -0.74212 -0.58269 -0.6565
N 0.77228 -1.89704 0.15894 -0.2621
H -2.54804 -1.27259 -1.54272 0.4305
H -1.38883 0.23934 1.87463 0.3295
H -1.41243 1.64108 0.75714 0.3646
H 1.06089 0.47553 1.14989 0.3816
H 1.10757 1.19489 -1.51685 0.4081
H 0.73663 2.48189 -0.20140 0.3431
H -0.51896 1.55865 -1.32203 0.3723
H 0.18406 -2.25681 1.09814 0.3803
H 1.78690 -1.95483 0.38542 0.3666
H 0.77792 -2.55846 -0.62640 0.3590


*ii*
17
Properties=species:S:1:pos:R:3:mulliken_charge:R:1 method="wB97M-V/def2-TZVPD" gap_ev=10.8807 charge=+1 spin_multiplicity=1
C 1.28341 0.76270 0.46476 0.1099
C 1.54522 0.21937 -0.87451 -1.2140
C -1.17094 -1.06097 0.48578 0.2411
C -1.51949 1.34879 -0.36784 -0.6508
N 0.20873 0.71088 1.13686 -0.8267
N -0.85281 0.22466 0.42205 0.3856
N -0.32034 -1.89564 0.99452 -0.2389
H 2.16266 0.94428 1.05914 0.4659
H 2.22187 0.93163 -1.29837 0.3752
H 0.74932 0.16897 -1.53584 0.4076
H -2.11373 -1.45249 0.14149 0.3624
H -0.71388 1.61557 -1.05860 0.2788
H -2.48558 0.95818 -0.78772 0.2893
H -1.74486 2.29236 0.13772 0.2848
H -0.56834 -2.77464 1.22021 0.2170
H 0.57321 -1.63946 1.35502 0.2046
H 2.02556 -0.79305 -0.83403 0.3082


Most stable: *ii* (next structure +0.1411 hartree)